ORCA calculation (ωB97M-V with the def2-TZVPD basis set) on one molecule with the formula C23H21N3O3.

ORCA input file:
```
! wB97M-V def2-TZVPD RIJCOSX def2/J DEFGRID3
* xyz 0 1
C -1.637 2.464 -4.233
O -0.392 1.850 -4.741
C 0.671 1.746 -3.927
C 0.470 0.848 -2.900
C 1.500 0.610 -2.035
C 1.337 0.030 -0.675
N 0.172 -0.317 -0.222
C -0.321 -0.665 1.048
C -1.183 -1.757 1.183
C -1.671 -2.099 2.418
C -1.271 -1.310 3.546
O -1.865 -1.351 4.808
C -2.898 -2.223 5.112
C -4.141 -1.812 4.627
C -5.155 -2.689 4.737
C -4.978 -3.876 5.367
C -3.706 -4.321 5.830
C -2.667 -3.383 5.771
C -0.427 -0.174 3.421
C 0.079 0.154 2.161
N 2.389 -0.038 0.127
C 3.598 0.170 -0.267
N 3.894 0.981 -1.405
C 5.332 1.459 -1.404
C 2.796 1.248 -2.193
C 2.936 2.219 -3.216
C 1.823 2.505 -4.083
O 2.121 3.422 -5.124
C 2.107 2.931 -6.468
H -2.351 2.420 -5.070
H -2.015 1.868 -3.366
H -1.338 3.446 -3.743
H -0.508 0.380 -2.682
H -1.273 -2.190 0.171
H -2.427 -2.920 2.415
H -4.243 -0.791 4.292
H -6.192 -2.619 4.370
H -5.862 -4.520 5.259
H -3.480 -5.317 6.185
H -1.713 -3.673 6.141
H -0.203 0.471 4.295
H 0.878 0.877 1.988
H 4.373 0.015 0.443
H 5.810 1.431 -2.420
H 5.257 2.450 -1.232
H 5.975 0.955 -0.691
H 3.947 2.823 -3.228
H 3.039 3.336 -6.911
H 2.243 1.815 -6.412
H 1.171 3.122 -7.065
*
```

## Properties
E_HOMO ... -6.9 eV
SMILES ... COc1cc2/c(=N/c3ccc(Oc4ccccc4)cc3)ncn(C)c2cc1OC
Lowest unoccupied orbital energy ... 0.15 eV
Orbital gap ... 7.07 eV
Molar mass ... 387.4 g/mol
ΔE to the lowest compared entry with this formula, charge and spin ... 153.9 kcal per mole

These are the Mulliken partial charges, in e, on atoms 1 to 5:
1. C -0.713
2. O -0.511
3. C 0.739
4. C -0.107
5. C -0.127